No. 1
Here is a 2-piece molecular cluster, C10H19BrNO9P overall in a non-equilibrium geometry from the Open Molecules 2025 dataset. Energies are from ωB97M-V/def2-TZVPD.

Element x y z (Å)
C1 -3.18 2.99 3.44
O1 -2.49 1.79 3.68
C2 -2.10 1.18 2.49
C3 -1.75 -0.25 2.78
C4 -1.21 -1.05 1.59
C5 -0.18 -0.42 0.68
O2 0.00 -1.42 -0.36
O3 -0.47 0.75 -0.03
C6 0.72 1.07 -0.68
O4 0.79 1.87 -1.59
O5 1.75 0.40 -0.13
C7 1.27 -0.20 1.11
Br1 2.28 -1.78 1.46
P1 1.66 1.11 2.36
O6 0.78 1.13 3.51
O7 1.74 2.51 1.63
O8 3.16 0.81 2.75
H1 -4.17 2.76 3.05
H2 -2.66 3.64 2.75
H3 -3.29 3.50 4.38
H4 -1.22 1.69 2.12
H5 -2.85 1.28 1.71
H6 -2.67 -0.74 3.07
H7 -1.11 -0.32 3.64
H8 -0.72 -1.92 1.98
H9 -2.02 -1.42 0.98
H10 -0.85 -1.47 -0.79
H11 0.96 3.04 1.85
H12 3.58 1.65 2.94
C8 2.18 -0.76 -3.88
N1 0.91 -1.36 -3.52
C9 0.23 -2.35 -4.15
C10 0.84 -2.93 -5.40
O9 -0.84 -2.74 -3.70
H13 2.90 -0.90 -3.07
H14 2.05 0.31 -4.04
H15 2.59 -1.20 -4.78
H16 0.44 -1.03 -2.70
H17 0.18 -3.70 -5.78
H18 0.96 -2.16 -6.17
H19 1.81 -3.38 -5.19

2S+1: 1
Total charge: 0
Structure (SMILES): COCCC[C@@]1(O)OC(=O)O[C@@]1(Br)P(=O)(O)O.CNC(C)=O
Energy: -109929.07336 eV

No. 2
Here is one molecule with the formula C4H4N4 in a non-equilibrium geometry from the Open Molecules 2025 dataset. Energies are from ωB97M-V/def2-TZVPD.

Element x y z (Å)
C1 -0.12 0.51 -2.01
C2 -0.30 -0.60 -1.36
N1 -0.12 -0.48 0.07
N2 -0.11 -0.81 1.29
C3 0.55 0.12 2.07
N3 0.66 1.30 1.30
C4 0.35 0.88 -0.01
N4 0.25 1.59 -1.21
H1 -0.34 0.86 -3.11
H2 -0.80 -1.52 -1.75
H3 -0.63 -1.70 1.68
H4 0.60 -0.16 3.06

2S+1: 1
Total charge: 0
Energy relative to the best compared isomer or geometry (same formula, charge and spin): 85.16 kcal/mol
Structure (SMILES): c1cn2[nH]cnc2n1

No. 3
Here is C12H24ClIN3O2P2Pr as an isolated structure in a non-equilibrium geometry from the Open Molecules 2025 dataset. Energies are from ωB97M-V/def2-TZVPD.

Element x y z (Å)
C1 0.59 -1.58 -1.67
C2 2.05 -1.74 -1.13
H1 0.47 -2.38 -2.42
H2 0.48 -0.61 -2.23
H3 -0.22 -1.78 -0.91
O1 3.00 -2.09 -1.84
I1 3.48 0.60 -1.13
Pr1 -1.47 0.83 -0.80
P1 -0.47 1.15 -3.62
C3 1.05 1.38 -4.61
C4 -1.28 -0.21 -4.56
H4 -2.54 2.39 -3.72
H5 -1.58 2.55 -5.24
H6 -1.11 3.48 -3.77
C5 -1.54 2.55 -4.15
H7 -2.32 -0.30 -4.26
H8 -1.20 0.01 -5.64
H9 0.79 1.41 -5.67
H10 1.78 0.59 -4.40
H11 -0.77 -1.16 -4.35
H12 1.55 2.32 -4.33
C6 2.13 -1.53 0.43
O2 3.01 -1.95 1.15
Cl1 -3.69 0.69 -2.01
C7 0.84 -0.80 4.47
N1 0.97 0.56 3.91
C8 -0.34 1.25 4.02
N2 -1.41 0.53 3.29
C9 -1.54 -0.79 3.90
N3 -0.27 -1.56 3.86
C10 0.07 -2.01 2.51
P2 0.62 -0.60 1.36
C11 1.51 0.57 2.55
C12 -1.20 0.56 1.89
H13 0.58 -0.67 5.54
H14 1.79 -1.35 4.35
H15 -0.24 2.26 3.60
H16 -0.64 1.23 5.08
H17 -2.29 -1.37 3.37
H18 -1.80 -0.61 4.96
H19 0.91 -2.72 2.59
H20 -0.80 -2.55 2.08
H21 1.44 1.58 2.09
H22 2.56 0.25 2.54
H23 -2.01 0.01 1.36
H24 -0.98 1.61 1.54

2S+1: 3
Total charge: +2
Energy relative to the best compared isomer or geometry (same formula, charge and spin): 0.00 kcal/mol
⟨S²⟩: 2.01

No. 4
Here is a 7-piece molecular cluster, C34H83Cl4N5 overall in a non-equilibrium geometry from the Open Molecules 2025 dataset. Energies are from ωB97M-V/def2-TZVPD.

Element x y z (Å)
C1 -4.66 -0.13 -0.86
C2 -4.05 -1.25 -1.68
N1 -4.43 -1.20 -3.12
C3 -3.98 -0.03 -3.91
C4 -2.85 0.61 -3.57
C5 -3.96 -2.35 -3.86
C6 -4.85 -2.65 -5.15
H1 -5.80 0.01 -0.83
H2 -4.29 0.79 -1.04
H3 -4.59 -0.25 0.22
H4 -4.52 -2.24 -1.39
H5 -3.06 -1.18 -1.35
H6 -4.70 0.73 -3.45
H7 -4.39 -0.13 -4.76
H8 -2.26 0.46 -2.73
H9 -2.84 1.58 -3.67
H10 -2.08 0.36 -4.50
H11 -4.08 -3.38 -3.15
H12 -2.81 -2.26 -4.20
H13 -4.72 -1.79 -5.73
H14 -6.08 -2.92 -4.95
H15 -4.44 -3.40 -5.61
C7 2.09 3.93 7.46
C8 0.87 4.13 6.57
N2 0.99 3.10 5.48
C9 -0.23 2.31 5.17
C10 -1.43 2.96 5.12
C11 1.61 3.60 4.29
C12 2.54 2.48 3.65
H16 1.88 3.05 8.27
H17 2.32 4.95 7.99
H18 3.00 3.77 6.94
H19 0.94 4.94 6.08
H20 -0.04 4.18 7.16
H21 -0.39 1.66 5.95
H22 -0.18 1.63 4.30
H23 -1.92 3.71 5.93
H24 -2.25 2.23 5.35
H25 -1.57 3.25 4.04
H26 2.21 4.42 4.58
H27 0.76 4.04 3.65
H28 1.96 1.82 2.99
H29 3.06 2.04 4.46
H30 3.24 2.89 2.90
C13 -0.30 -3.65 3.32
C14 -0.69 -5.03 2.88
N3 0.47 -5.78 2.46
C15 0.45 -7.25 2.51
C16 -0.79 -7.88 2.38
C17 0.82 -5.49 1.04
C18 2.27 -5.46 0.72
H31 -1.09 -3.39 4.19
H32 -0.18 -2.91 2.51
H33 0.49 -3.56 3.99
H34 -1.49 -5.27 2.18
H35 -1.17 -5.56 3.73
H36 0.52 -7.22 3.63
H37 1.32 -7.78 2.22
H38 -1.80 -7.51 2.61
H39 -0.71 -8.86 2.94
H40 -0.88 -8.08 1.32
H41 0.41 -4.43 0.93
H42 0.26 -6.10 0.29
H43 2.34 -5.32 -0.24
H44 2.72 -6.43 0.64
H45 2.60 -4.63 1.31
C19 -0.21 3.51 -3.10
C20 0.55 4.60 -2.35
N4 0.26 4.66 -0.85
C21 1.28 4.99 0.02
C22 2.17 5.97 -0.41
C23 -0.86 5.48 -0.66
C24 -1.78 5.02 0.54
H46 0.09 2.52 -2.38
H47 0.12 3.40 -4.14
H48 -1.36 3.63 -3.11
H49 0.37 5.46 -2.80
H50 1.67 4.31 -2.58
H51 1.73 3.99 0.00
H52 1.01 4.98 1.20
H53 2.05 6.00 -1.39
H54 3.20 6.02 -0.13
H55 1.95 6.76 0.28
H56 -1.33 5.69 -1.58
H57 -0.34 6.51 -0.59
H58 -2.08 3.86 0.49
H59 -2.54 5.97 0.72
H60 -1.23 4.99 1.47
C25 3.81 -2.51 -3.96
C26 2.36 -2.33 -4.35
N5 1.61 -1.38 -3.41
C27 2.02 0.01 -3.62
C28 2.36 0.59 -4.84
C29 0.17 -1.57 -3.35
C30 -0.15 -2.91 -2.84
H61 4.29 -3.15 -4.70
H62 4.00 -3.08 -2.99
H63 4.31 -1.53 -3.97
H64 1.88 -3.34 -4.26
H65 2.07 -2.27 -5.51
H66 2.90 -0.13 -2.76
H67 1.42 0.88 -2.98
H68 2.56 -0.04 -5.69
H69 3.12 1.25 -4.79
H70 1.47 0.90 -5.24
H71 -0.45 -1.47 -4.25
H72 -0.20 -0.83 -2.73
H73 -0.26 -3.86 -3.42
H74 -1.11 -2.96 -2.29
H75 0.56 -3.36 -2.19
Cl1 -0.52 -1.01 0.31
C31 -0.53 0.79 0.18
C32 -0.72 1.48 1.46
Cl2 -2.39 1.38 1.92
H76 -1.29 1.14 -0.68
H77 0.58 0.99 -0.32
H78 -0.65 2.51 1.41
H79 0.09 1.05 2.35
Cl3 3.39 1.23 -0.07
C33 3.25 -0.23 0.91
C34 3.11 -1.47 -0.16
Cl4 4.65 -1.66 -0.99
H80 2.29 -0.15 1.49
H81 4.23 -0.39 1.37
H82 2.48 -1.51 -0.92
H83 2.98 -2.23 0.61

2S+1: 1
Total charge: 0
Energy relative to the best compared isomer or geometry (same formula, charge and spin): 19.72 kcal/mol
Structure (SMILES): CCN(CC)CC.CCN(CC)CC.CCN(CC)CC.CCN(CC)CC.CCN(CC)CC.ClCCCl.ClCCCl

No. 5
Here is C28H25Cl4CoNO2Se2 as an isolated structure in a non-equilibrium geometry from the Open Molecules 2025 dataset. Energies are from ωB97M-V/def2-TZVPD.

Element x y z (Å)
Co1 0.34 -0.93 -0.48
C1 -1.42 2.04 -4.02
Se1 -2.13 1.86 -2.23
C2 -1.81 3.72 -1.72
C3 -2.28 4.00 -0.29
Se2 -1.46 2.71 0.90
C4 -2.60 3.00 2.43
H1 -0.36 2.29 -3.97
H2 -1.97 2.78 -4.61
H3 -1.51 1.06 -4.49
H4 -2.34 4.34 -2.44
H5 -0.74 3.91 -1.81
H6 -3.36 3.92 -0.21
H7 -1.97 5.01 0.00
H8 -3.64 2.82 2.16
H9 -2.48 4.00 2.85
H10 -2.30 2.26 3.18
Cl1 0.60 -1.54 -7.18
C5 0.68 -0.87 -5.56
C6 1.13 0.41 -5.36
Cl2 1.64 1.40 -6.71
C7 1.19 0.93 -4.05
Cl3 1.73 2.57 -3.75
C8 0.81 0.18 -2.94
O1 0.85 0.59 -1.72
C9 0.31 -1.16 -3.16
O2 -0.11 -1.82 -2.11
C10 0.27 -1.65 -4.46
Cl4 -0.34 -3.27 -4.68
C11 3.51 -4.15 0.91
C12 3.91 -2.99 0.25
C13 2.97 -2.04 -0.14
C14 1.60 -2.20 0.09
C15 1.22 -3.38 0.75
C16 2.15 -4.34 1.15
H11 4.23 -4.90 1.21
H12 4.97 -2.82 0.05
H13 3.32 -1.14 -0.65
H14 0.17 -3.56 0.95
H15 1.81 -5.24 1.65
C17 2.75 1.58 3.91
C18 3.01 1.35 2.55
C19 2.08 0.76 1.72
C20 0.83 0.33 2.21
C21 0.56 0.61 3.57
C22 1.51 1.21 4.39
N1 -0.09 -0.16 1.31
C23 -1.20 -0.88 1.76
C24 -2.36 -0.85 0.98
C25 -3.49 -1.59 1.33
C26 -3.50 -2.39 2.47
C27 -2.35 -2.44 3.24
C28 -1.22 -1.71 2.90
H16 3.49 2.04 4.55
H17 3.97 1.65 2.13
H18 2.29 0.61 0.67
H19 -0.41 0.36 3.98
H20 1.25 1.39 5.43
H21 -2.36 -0.23 0.09
H22 -4.36 -1.55 0.69
H23 -4.38 -2.97 2.73
H24 -2.31 -3.08 4.12
H25 -0.31 -1.81 3.49

2S+1: 2
Total charge: -2
Energy relative to the best compared isomer or geometry (same formula, charge and spin): 11.47 kcal/mol
⟨S²⟩: 0.78

No. 6
Here is C57H45N4O2PSTcTe as an isolated structure in a non-equilibrium geometry from the Open Molecules 2025 dataset. Energies are from ωB97M-V/def2-TZVPD.

Element x y z (Å)
Tc1 0.23 -0.21 -0.24
O1 -1.39 -1.21 -0.66
C1 -2.37 -0.73 -1.65
C2 -1.89 0.60 -2.36
C3 -1.84 1.74 -1.36
C4 -2.67 2.84 -1.35
C5 -2.41 3.87 -0.47
C6 -1.39 3.72 0.49
C7 -0.58 2.62 0.51
C8 0.63 2.33 1.32
C9 0.36 1.19 2.33
O2 0.26 -0.16 1.74
C10 -0.87 1.43 3.16
C11 -1.98 0.58 3.28
C12 -3.06 0.91 4.10
C13 -3.12 2.13 4.73
C14 -2.05 3.10 4.54
C15 -0.94 2.68 3.85
C16 1.57 1.20 3.24
C17 2.82 1.38 2.62
C18 3.92 1.85 3.30
C19 3.90 1.82 4.75
C20 2.75 1.34 5.37
C21 1.59 1.00 4.63
N1 -0.86 1.62 -0.42
C22 -2.53 -1.82 -2.75
C23 -3.44 -2.85 -2.59
C24 -3.53 -3.86 -3.52
C25 -2.77 -3.87 -4.68
C26 -1.84 -2.86 -4.83
C27 -1.71 -1.83 -3.88
C28 -3.73 -0.54 -0.93
C29 -4.75 0.09 -1.62
C30 -5.96 0.37 -1.03
C31 -6.25 -0.07 0.27
C32 -5.25 -0.76 0.99
C33 -3.94 -0.92 0.43
H1 -2.65 0.80 -3.15
H2 -0.85 0.46 -2.82
H3 -3.40 2.92 -2.17
H4 -2.82 4.88 -0.51
H5 -1.27 4.42 1.28
H6 0.94 3.19 1.85
H7 1.52 2.09 0.69
H8 -1.97 -0.35 2.72
H9 -3.91 0.22 4.32
H10 -3.84 2.42 5.48
H11 -2.06 4.09 4.94
H12 -0.11 3.35 3.82
H13 2.92 1.36 1.55
H14 4.75 2.22 2.72
H15 4.75 2.25 5.31
H16 2.63 1.24 6.46
H17 0.69 0.52 5.07
H18 -4.20 -2.88 -1.79
H19 -4.26 -4.61 -3.35
H20 -2.83 -4.69 -5.38
H21 -1.13 -2.90 -5.67
H22 -0.98 -1.10 -4.01
H23 -4.60 0.34 -2.67
H24 -6.70 0.90 -1.64
H25 -7.20 0.12 0.79
H26 -5.39 -1.07 2.03
H27 -3.11 -1.21 1.07
Te1 -0.19 5.01 -4.23
C34 0.26 6.39 -2.76
C35 1.06 5.87 -1.71
C36 1.30 6.86 -0.73
C37 0.78 8.08 -1.01
S1 -0.15 8.06 -2.43
H28 1.41 4.84 -1.70
H29 1.88 6.56 0.18
H30 0.86 8.96 -0.39
N2 4.69 2.55 -0.38
C38 3.89 2.45 -1.26
N3 2.95 2.47 -2.21
C39 2.10 1.46 -2.05
N4 1.28 0.66 -1.72
C40 5.22 -2.27 2.44
C41 4.30 -3.35 2.46
C42 3.28 -3.36 1.52
C43 3.06 -2.27 0.68
C44 3.97 -1.24 0.68
C45 5.06 -1.22 1.56
P1 1.61 -2.14 -0.38
C46 0.55 -3.54 -0.03
C47 0.72 -4.76 -0.67
C48 -0.11 -5.82 -0.34
C49 -1.00 -5.65 0.73
C50 -1.14 -4.44 1.40
C51 -0.27 -3.39 1.08
C52 2.37 -2.31 -2.03
C53 3.70 -2.69 -2.24
C54 4.22 -2.83 -3.52
C55 3.45 -2.68 -4.66
C56 2.07 -2.37 -4.43
C57 1.55 -2.21 -3.16
H31 6.04 -2.36 3.15
H32 4.40 -4.15 3.16
H33 2.66 -4.21 1.42
H34 3.93 -0.44 -0.07
H35 5.67 -0.32 1.61
H36 1.46 -4.85 -1.49
H37 -0.13 -6.75 -0.88
H38 -1.60 -6.53 1.08
H39 -1.91 -4.34 2.17
H40 -0.38 -2.48 1.64
H41 4.28 -3.03 -1.38
H42 5.29 -2.99 -3.56
H43 3.90 -2.65 -5.62
H44 1.39 -2.30 -5.23
H45 0.48 -1.98 -3.00

2S+1: 4
Total charge: 0
Energy relative to the best compared isomer or geometry (same formula, charge and spin): 4.95 kcal/mol
⟨S²⟩: 3.78